{"formula": "C23H26N6O2PtS2", "method": "ωB97M-V/def2-TZVPD", "symbols": ["Pt", "N", "C", "S", "N", "N", "C", "C", "C", "C", "C", "C", "C", "O", "H", "H", "H", "H", "H", "H", "H", "O", "C", "C", "C", "C", "C", "C", "C", "C", "N", "H", "H", "H", "H", "H", "H", "H", "H", "H", "H", "H", "N", "C", "S", "N", "C", "C", "C", "C", "C", "C", "H", "H", "H", "H", "H", "H", "H", "H"], "positions_angstrom": [[0.5077, 0.4667, 0.4269], [4.6401, 0.3140, 2.3141], [3.4722, 0.6871, 1.8518], [2.8093, 0.0507, 0.4413], [2.9102, 1.7319, 2.6618], [1.8809, 2.1927, 2.1495], [1.3010, 3.2653, 2.7950], [0.4484, 4.0437, 2.0893], [-0.0949, 5.2244, 2.7322], [-0.8508, 6.0985, 2.0552], [-1.1480, 5.8754, 0.6522], [-0.7056, 4.7919, -0.0093], [0.0960, 3.7770, 0.6446], [0.4418, 2.7748, 0.0051], [5.1757, -0.4212, 1.8785], [5.0216, 0.7948, 3.1185], [1.5842, 3.4721, 3.8244], [0.1528, 5.3826, 3.7739], [-1.2407, 6.9834, 2.5377], [-1.7512, 6.6092, 0.1328], [-0.9347, 4.6234, -1.0527], [0.8849, 0.9407, -2.2362], [-0.1918, 1.6336, -2.8895], [-1.3241, 0.6577, -3.1434], [-1.7068, -0.1842, -1.9211], [-2.2684, 0.5916, -0.7621], [-3.5768, 1.0662, -0.8068], [-4.1253, 1.7117, 0.2814], [-3.3553, 1.8660, 1.4284], [-2.0648, 1.3955, 1.4160], [-1.5230, 0.7923, 0.3390], [1.6935, 1.4544, -2.3388], [0.1570, 2.0438, -3.8382], [-0.5226, 2.4583, -2.2531], [-1.0494, -0.0206, -3.9524], [-2.1915, 1.2247, -3.4901], [-0.8445, -0.7491, -1.5791], [-2.4657, -0.9090, -2.2226], [-4.1589, 0.8976, -1.7030], [-5.1445, 2.0727, 0.2486], [-3.7482, 2.3336, 2.3196], [-1.4203, 1.4918, 2.2793], [1.0787, -2.4977, -0.9328], [0.5827, -2.7563, 0.2687], [0.1806, -1.5243, 1.4190], [0.3863, -4.0106, 0.6590], [0.6680, -5.1877, -0.1160], [1.9523, -5.4260, -0.5856], [2.2006, -6.5772, -1.3201], [1.1814, -7.4882, -1.5562], [-0.0931, -7.2505, -1.0592], [-0.3576, -6.0939, -0.3427], [1.1877, -1.5416, -1.2341], [1.2581, -3.2503, -1.5824], [-0.0976, -4.1402, 1.5359], [2.7591, -4.7424, -0.3518], [3.1993, -6.7707, -1.6868], [1.3823, -8.3895, -2.1185], [-0.8863, -7.9646, -1.2324], [-1.3521, -5.8965, 0.0374]], "e_lumo_ev": -7.82, "gap_ha": 0.22144, "total_energy_ha": -2286.25389, "de_lowest_ev": 0.000, "charge": 2}


{"formula": "C23H26N6O3S", "method": "ωB97M-V/def2-TZVPD", "symbols": ["C", "C", "C", "C", "C", "C", "N", "N", "C", "C", "N", "N", "C", "C", "C", "C", "C", "C", "C", "C", "C", "S", "O", "O", "N", "C", "C", "N", "C", "C", "O", "C", "C", "H", "H", "H", "H", "H", "H", "H", "H", "H", "H", "H", "H", "H", "H", "H", "H", "H", "H", "H", "H", "H", "H", "H", "H", "H", "H"], "positions_angstrom": [[-2.0376, -3.1760, 1.8086], [-0.7957, -2.4436, 1.4300], [0.3939, -2.6152, 2.1335], [1.5446, -1.9389, 1.7763], [1.5476, -1.0677, 0.6898], [2.7786, -0.3501, 0.3224], [3.4053, 0.2029, 1.3136], [4.5045, 0.8995, 1.0301], [5.3358, 1.5869, 1.8708], [5.1620, 1.6339, 3.3370], [6.2701, 2.1609, 1.1630], [6.0884, 1.8800, -0.1340], [5.0287, 1.1193, -0.2332], [4.3836, 0.4938, -1.3388], [4.8603, 0.6046, -2.6465], [4.2192, -0.0659, -3.6618], [3.1138, -0.8705, -3.3838], [2.6297, -0.9851, -2.1008], [3.2370, -0.2834, -1.0508], [0.3582, -0.8677, -0.0044], [-0.7828, -1.5498, 0.3653], [-2.2543, -1.2585, -0.6168], [-1.9269, -0.2781, -1.6173], [-2.7954, -2.5075, -1.0700], [-3.2985, -0.6534, 0.5522], [-3.0131, 0.7181, 0.9303], [-3.6421, 1.7150, -0.0534], [-5.0654, 1.4985, -0.2397], [-5.9170, 1.9587, 0.8484], [-7.2381, 2.4656, 0.2537], [-7.0039, 3.4400, -0.7260], [-5.3049, 0.1248, -0.6540], [-4.7100, -0.9017, 0.3185], [-2.7473, -2.4878, 2.2655], [-2.5101, -3.5851, 0.9189], [-1.8167, -3.9759, 2.5107], [0.4154, -3.2955, 2.9720], [2.4586, -2.0859, 2.3306], [4.1423, 1.9270, 3.5811], [5.3445, 0.6501, 3.7682], [5.8653, 2.3466, 3.7554], [5.7326, 1.2136, -2.8219], [4.5793, 0.0159, -4.6761], [2.6336, -1.4132, -4.1840], [1.7867, -1.6277, -1.8994], [0.2901, -0.1713, -0.8262], [-3.4040, 0.8744, 1.9421], [-1.9282, 0.8332, 0.9498], [-3.1589, 1.5844, -1.0258], [-3.4752, 2.7381, 0.2892], [-6.1263, 1.1904, 1.6050], [-5.4207, 2.7987, 1.3390], [-7.8049, 1.6244, -0.1734], [-7.8490, 2.9329, 1.0295], [-6.2717, 3.1112, -1.2670], [-4.8306, -0.0113, -1.6310], [-6.3785, -0.0386, -0.7587], [-5.2197, -0.8688, 1.2874], [-4.7903, -1.9071, -0.0936]], "e_lumo_ev": -0.26, "gap_ha": 0.30747, "total_energy_ha": -1844.46516, "smiles": "Cc1ccc(-c2nn3c(C)nnc3c3ccccc23)cc1S(=O)(=O)N1CCN(CCO)CC1", "de_lowest_ev": 3.006}


{"formula": "C23H26N7OSSe3TaTe", "method": "ωB97M-V/def2-TZVPD", "symbols": ["Ta", "C", "C", "C", "C", "N", "C", "N", "C", "N", "C", "N", "C", "C", "C", "C", "C", "N", "C", "C", "C", "C", "C", "C", "H", "H", "H", "H", "H", "H", "H", "H", "H", "H", "H", "H", "Se", "Se", "Te", "Se", "O", "H", "H", "C", "N", "C", "C", "S", "N", "C", "C", "H", "H", "H", "H", "H", "H", "H", "H", "H", "H", "H", "H"], "positions_angstrom": [[-1.0576, 1.4472, -0.7183], [0.2826, 5.7731, 0.4678], [1.1050, 5.5602, 1.5620], [1.6147, 4.2941, 1.7618], [1.2519, 3.2603, 0.9067], [0.3788, 3.4481, -0.1023], [-0.0491, 4.6990, -0.3254], [1.9053, 2.0542, 1.1051], [1.8171, 1.0579, 0.3467], [0.8748, 0.7910, -0.7066], [1.3443, -0.3653, -1.3850], [0.9144, -0.9107, -2.4359], [-0.1633, -0.5594, -3.2163], [-0.1634, -1.1041, -4.5027], [-1.2247, -0.8957, -5.3485], [-2.3091, -0.1599, -4.8828], [-2.2539, 0.3595, -3.6187], [-1.1978, 0.2027, -2.7780], [2.5223, -0.8863, -0.6785], [3.3354, -1.9669, -0.9712], [4.4183, -2.1890, -0.1336], [4.6847, -1.3400, 0.9449], [3.8776, -0.2430, 1.2118], [2.7861, -0.0482, 0.3850], [-0.1058, 6.7556, 0.2276], [1.3631, 6.3710, 2.2339], [2.3147, 4.0647, 2.5540], [-0.6735, 4.8447, -1.1864], [0.7016, -1.6837, -4.7947], [-1.2214, -1.3103, -6.3495], [-3.1872, 0.0120, -5.4935], [-3.0749, 0.9386, -3.2440], [3.1359, -2.6008, -1.8291], [5.0803, -3.0244, -0.3294], [5.5463, -1.5313, 1.5729], [4.0910, 0.4456, 2.0217], [-2.0777, 3.1498, -2.3223], [-3.2830, 4.5228, -0.8314], [-3.9919, 2.9780, 1.0135], [-1.6990, 2.0793, 1.6100], [-3.5644, 0.5962, -1.0274], [-4.3238, 0.8532, -1.5635], [-3.6536, -0.3503, -0.8401], [0.3098, -3.5525, -0.0132], [-0.3294, -3.0892, 1.2262], [-0.3815, -4.1451, 2.2532], [-1.0096, -1.9516, 1.3572], [-1.5938, -1.1583, -0.0946], [-1.2865, -1.4911, 2.5856], [-0.4093, -1.7312, 3.7413], [-2.5251, -0.7849, 2.9205], [1.2759, -3.9867, 0.2441], [0.4555, -2.7467, -0.7093], [-0.3068, -4.3192, -0.4834], [-0.5930, -5.0846, 1.7484], [-1.1764, -3.9577, 2.9632], [0.5677, -4.2438, 2.7770], [0.5815, -2.0306, 3.4111], [-0.8116, -2.4795, 4.4236], [-0.3207, -0.7925, 4.2864], [-3.1136, -0.6033, 2.0303], [-2.2993, 0.1582, 3.4093], [-3.1051, -1.3992, 3.6129]], "e_lumo_ev": -7.54, "gap_ha": 0.21145, "total_energy_ha": -9277.71966, "de_lowest_ev": 1.027, "charge": 2}


{"formula": "C23H27BClNO4", "method": "ωB97M-V/def2-TZVPD", "symbols": ["C", "N", "C", "C", "Cl", "H", "H", "H", "H", "H", "H", "H", "C", "C", "C", "C", "C", "B", "C", "C", "C", "C", "C", "O", "C", "C", "C", "C", "C", "O", "C", "C", "C", "C", "C", "O", "O", "H", "H", "H", "H", "H", "H", "H", "H", "H", "H", "H", "H", "H", "H", "H", "H", "H", "H", "H", "H"], "positions_angstrom": [[-1.4046, -0.5651, -2.3075], [-0.7360, -1.1354, -1.1323], [-1.0030, -2.5806, -0.9826], [0.3436, -0.5514, -0.6478], [2.0118, -2.7091, -2.2375], [-0.9105, -0.9419, -3.2207], [-2.4481, -0.9032, -2.3207], [-1.3531, 0.5297, -2.2857], [-2.0625, -2.7140, -0.7301], [-0.8018, -3.0808, -1.9415], [-0.3749, -2.9997, -0.1936], [0.2435, 0.4309, -0.1449], [0.5040, 3.7948, 0.4828], [-0.2292, 2.6095, 0.8893], [-0.0940, 1.7978, 1.9946], [-1.1362, 0.8356, 1.9296], [-1.8852, 1.1099, 0.7816], [2.0650, -1.3110, -1.1008], [2.2632, -1.4630, 0.4385], [3.3451, -1.5217, 1.2756], [2.8559, -1.7065, 2.6059], [1.4885, -1.7432, 2.5258], [0.4455, -1.9497, 3.5122], [1.1105, -1.5220, 1.2278], [-3.0388, 0.4949, 0.2683], [-3.9806, 0.9129, -0.6656], [-4.9391, -0.1204, -0.7845], [-4.5477, -1.1193, 0.0736], [-5.1362, -2.4115, 0.3622], [-3.3893, -0.7672, 0.7154], [2.5891, 0.0460, -1.6136], [2.1520, 0.8746, -2.6227], [2.9536, 2.0535, -2.5785], [3.8486, 1.8791, -1.5480], [4.9414, 2.6961, -1.0493], [3.6257, 0.6656, -0.9465], [-1.3118, 2.2061, 0.1305], [0.8397, 4.2969, 1.3978], [1.4056, 3.5353, -0.0908], [-0.1207, 4.4750, -0.1064], [0.6390, 1.8984, 2.7934], [-1.3756, 0.0753, 2.6682], [4.3881, -1.4445, 0.9807], [3.4507, -1.7952, 3.5106], [0.5466, -2.9546, 3.9464], [0.5880, -1.2357, 4.3363], [-0.5620, -1.8438, 3.0964], [-3.9546, 1.8674, -1.1822], [-5.8157, -0.1154, -1.4242], [-6.2269, -2.3202, 0.3016], [-4.8380, -3.1488, -0.3984], [-4.8566, -2.7859, 1.3528], [1.3360, 0.6675, -3.3132], [2.8733, 2.9200, -3.2295], [5.3848, 3.2390, -1.8909], [4.5760, 3.4552, -0.3426], [5.7177, 2.0939, -0.5655]], "e_lumo_ev": 0.27, "gap_ha": 0.28419, "total_energy_ha": -1733.26046, "de_lowest_ev": 0.000}


What did the second record say?
{"formula": "C23H26N6O3S", "method": "ωB97M-V/def2-TZVPD", "symbols": ["C", "C", "C", "C", "C", "C", "N", "N", "C", "C", "N", "N", "C", "C", "C", "C", "C", "C", "C", "C", "C", "S", "O", "O", "N", "C", "C", "N", "C", "C", "O", "C", "C", "H", "H", "H", "H", "H", "H", "H", "H", "H", "H", "H", "H", "H", "H", "H", "H", "H", "H", "H", "H", "H", "H", "H", "H", "H", "H"], "positions_angstrom": [[-2.0376, -3.1760, 1.8086], [-0.7957, -2.4436, 1.4300], [0.3939, -2.6152, 2.1335], [1.5446, -1.9389, 1.7763], [1.5476, -1.0677, 0.6898], [2.7786, -0.3501, 0.3224], [3.4053, 0.2029, 1.3136], [4.5045, 0.8995, 1.0301], [5.3358, 1.5869, 1.8708], [5.1620, 1.6339, 3.3370], [6.2701, 2.1609, 1.1630], [6.0884, 1.8800, -0.1340], [5.0287, 1.1193, -0.2332], [4.3836, 0.4938, -1.3388], [4.8603, 0.6046, -2.6465], [4.2192, -0.0659, -3.6618], [3.1138, -0.8705, -3.3838], [2.6297, -0.9851, -2.1008], [3.2370, -0.2834, -1.0508], [0.3582, -0.8677, -0.0044], [-0.7828, -1.5498, 0.3653], [-2.2543, -1.2585, -0.6168], [-1.9269, -0.2781, -1.6173], [-2.7954, -2.5075, -1.0700], [-3.2985, -0.6534, 0.5522], [-3.0131, 0.7181, 0.9303], [-3.6421, 1.7150, -0.0534], [-5.0654, 1.4985, -0.2397], [-5.9170, 1.9587, 0.8484], [-7.2381, 2.4656, 0.2537], [-7.0039, 3.4400, -0.7260], [-5.3049, 0.1248, -0.6540], [-4.7100, -0.9017, 0.3185], [-2.7473, -2.4878, 2.2655], [-2.5101, -3.5851, 0.9189], [-1.8167, -3.9759, 2.5107], [0.4154, -3.2955, 2.9720], [2.4586, -2.0859, 2.3306], [4.1423, 1.9270, 3.5811], [5.3445, 0.6501, 3.7682], [5.8653, 2.3466, 3.7554], [5.7326, 1.2136, -2.8219], [4.5793, 0.0159, -4.6761], [2.6336, -1.4132, -4.1840], [1.7867, -1.6277, -1.8994], [0.2901, -0.1713, -0.8262], [-3.4040, 0.8744, 1.9421], [-1.9282, 0.8332, 0.9498], [-3.1589, 1.5844, -1.0258], [-3.4752, 2.7381, 0.2892], [-6.1263, 1.1904, 1.6050], [-5.4207, 2.7987, 1.3390], [-7.8049, 1.6244, -0.1734], [-7.8490, 2.9329, 1.0295], [-6.2717, 3.1112, -1.2670], [-4.8306, -0.0113, -1.6310], [-6.3785, -0.0386, -0.7587], [-5.2197, -0.8688, 1.2874], [-4.7903, -1.9071, -0.0936]], "e_lumo_ev": -0.26, "gap_ha": 0.30747, "total_energy_ha": -1844.46516, "smiles": "Cc1ccc(-c2nn3c(C)nnc3c3ccccc23)cc1S(=O)(=O)N1CCN(CCO)CC1", "de_lowest_ev": 3.006}